Here is a molecular structure, C15H24MnN2O9 from the Open Molecules 2025 dataset. Energies are from wB97M-V/def2-TZVPD.

Structure (XYZ):
```
51
Properties=species:S:1:pos:R:3:forces:R:3:lowdin_charge:R:1
Mn -23.491366 8.763218 -13.816750 -1.2 -0.3 1.3 0.70
C -24.064595 9.112866 -11.399391 -1.5 -1.3 1.2 -1.10
O -23.840998 7.974408 -11.812313 2.5 -5.6 -2.6 -0.11
O -23.685751 10.010212 -12.195081 1.0 4.9 -2.0 -0.15
O -24.713563 9.196675 -10.373863 -1.3 2.6 3.3 -0.07
C -27.787921 5.303671 -14.253356 1.6 1.8 1.2 -0.06
C -26.882667 6.234635 -13.671750 0.4 0.6 1.7 -0.35
C -26.262577 7.359715 -14.657388 -0.5 -0.7 -0.7 -0.28
O -25.446202 8.179590 -14.197140 -0.6 0.2 0.0 -0.09
C -26.648198 7.360879 -16.041717 1.9 1.6 3.7 -0.04
C -27.535559 6.459058 -16.490104 -1.5 -1.3 -4.1 -0.42
C -28.040152 5.337457 -15.600987 -1.5 -3.5 -0.4 -0.41
O -28.648165 4.299199 -16.065040 0.4 1.8 -0.8 -0.13
O -27.852787 6.489525 -17.733611 -0.4 -0.4 1.4 -0.10
O -26.546561 6.245004 -12.452388 -0.4 0.0 -2.4 -0.04
H -28.070753 4.464798 -13.634727 -0.3 -0.1 -0.1 0.09
H -26.305262 8.186793 -16.647244 0.1 -0.3 -0.2 0.08
C -21.220523 5.093062 -13.920380 1.8 -0.5 0.4 -0.12
C -21.729902 6.479834 -13.662676 -0.5 -0.7 -0.6 -0.41
C -20.660271 7.570399 -13.922422 -2.4 -0.7 0.7 -0.21
O -21.394494 8.825482 -13.750492 2.8 -0.6 -0.3 -0.32
C -20.422425 9.880128 -13.676490 -0.2 -0.1 0.0 -0.25
N -22.958039 6.696672 -14.461747 0.4 -0.9 -0.4 0.04
H -20.333892 4.943920 -13.304151 0.4 0.0 0.2 0.06
H -20.831558 4.953070 -14.928951 -0.4 -0.1 -0.3 0.06
H -21.859529 4.274843 -13.588292 -0.5 0.2 -0.4 0.08
H -22.107882 6.445757 -12.640872 0.3 0.9 0.2 0.13
H -20.220869 7.461041 -14.913917 -0.1 0.3 -0.3 0.07
H -19.870072 7.392498 -13.193013 0.1 0.6 0.3 0.10
H -19.801159 9.896658 -14.571957 0.2 -0.2 -0.2 -0.02
H -19.824565 9.684827 -12.786267 0.3 0.3 0.0 0.06
H -20.881411 10.866547 -13.609982 -0.4 -0.2 0.2 0.06
H -23.550891 5.917628 -14.213345 -1.1 0.4 1.2 0.10
H -22.834274 6.316061 -15.389069 0.8 0.8 -1.0 0.09
C -23.346177 12.289666 -14.943479 -0.6 -1.1 0.1 -0.07
C -24.375324 11.241925 -15.454469 -0.1 2.5 -0.2 -0.41
C -25.005632 11.530665 -16.822265 -0.6 -0.2 0.9 -0.17
O -25.967664 10.449171 -17.049935 3.3 0.8 -1.7 -0.23
C -27.237364 10.606959 -16.572219 -0.8 0.4 0.3 -0.14
N -23.686507 9.995370 -15.592905 0.0 -0.7 -1.3 0.02
H -22.956229 11.874722 -14.014041 -0.1 0.1 0.3 0.05
H -23.765898 13.268486 -14.711416 0.0 0.0 -0.3 0.07
H -22.491765 12.304861 -15.620121 0.0 0.4 -0.2 0.04
H -25.236234 11.209337 -14.786737 0.3 -0.5 0.5 0.14
H -24.218205 11.583618 -17.574107 -0.1 -0.8 -0.4 0.10
H -25.411231 12.540737 -16.880273 -0.9 0.0 0.2 0.11
H -27.823502 9.759166 -16.926884 0.0 0.0 0.1 0.09
H -27.625177 11.528014 -17.007377 -0.6 0.3 0.3 0.08
H -27.227757 10.613467 -15.482282 -0.4 0.1 0.2 0.10
H -23.001027 10.154628 -16.317375 1.4 0.4 0.3 0.08
H -24.285694 9.513200 -16.247573 -1.0 -1.4 0.6 0.08
```
Positions in Å, forces in eV/Å.

Electronic energy (eV): -68666.4994
Highest occupied orbital energy (spin up / spin down) (eV): 4.076 / 1.458
Spin multiplicity: 7
Kohn-Sham gap (spin up / spin down) (eV): 2.30 / 5.08
⟨S²⟩: 12.005
Net charge: -3
LUMO level (spin up / spin down) (eV): 6.38 / 6.54



Here is a molecular structure, C3H9NO from the Open Molecules 2025 dataset. Energies are from wB97M-V/def2-TZVPD.

Structure (XYZ):
```
14
Properties=species:S:1:pos:R:3:forces:R:3:lowdin_charge:R:1
C 1.450773 -0.734622 0.080559 -0.8 -0.3 -1.2 -0.34
C 0.301164 -0.892399 -0.770782 2.4 0.0 0.7 -0.11
C -1.343375 1.143553 0.225208 0.0 -0.2 0.1 -0.12
N -1.050636 -0.288897 0.394157 1.3 0.6 -0.5 -0.07
O 2.052640 0.556899 -0.037339 0.2 0.2 0.2 -0.14
H 2.480097 0.743532 0.806790 -0.2 0.0 -0.3 0.07
H -1.873267 -0.862654 0.207534 0.3 -0.2 1.1 0.11
H 2.175093 -1.548082 0.125525 -0.3 0.0 0.1 0.07
H -0.203216 -0.464211 1.087368 -2.3 -0.4 -0.8 0.13
H 0.193417 -0.233974 -1.635099 -0.4 0.3 0.4 0.09
H 0.034180 -1.921687 -1.000487 -0.2 0.1 0.3 0.08
H -2.156739 1.449189 0.884199 0.1 0.2 0.0 0.07
H -1.628720 1.352010 -0.807213 0.0 -0.1 0.0 0.08
H -0.431411 1.701341 0.439578 -0.1 0.0 0.0 0.08
```
Positions in Å, forces in eV/Å.

Electronic energy (eV): -6790.6508
Highest occupied orbital energy (eV): -6.371
Kohn-Sham gap (eV): 7.34
LUMO level (eV): 0.97



Here is 2 unconnected molecules or ions with the total composition C2H8BN from the Open Molecules 2025 dataset. Energies are from wB97M-V/def2-TZVPD.

Structure (XYZ):
```
12
Properties=species:S:1:pos:R:3:forces:R:3:lowdin_charge:R:1
B -2.253054 0.032291 0.126470 4.1 -0.4 0.0 0.35
C 0.749288 -1.140720 -0.037199 -1.3 -1.9 -2.1 -0.26
C 0.726402 1.178229 0.043970 0.3 0.7 0.2 -0.22
N 0.012636 -0.012776 0.378773 -4.1 0.8 -0.2 -0.22
H -2.672812 -0.824742 0.839546 0.0 0.4 -0.3 -0.03
H -2.625592 0.855954 -0.653543 0.0 -0.2 0.5 -0.02
H 1.694014 -1.149883 0.385909 1.9 -0.1 1.8 0.04
H 0.234087 -2.085554 0.123055 -0.1 -0.1 0.7 0.07
H 1.081608 -1.316468 -1.092775 -0.7 1.0 -0.3 0.08
H 1.765964 0.910148 0.124687 0.9 0.1 0.5 0.06
H 0.727318 1.542843 -0.988399 -0.7 0.1 -0.3 0.07
H 0.560136 2.010673 0.749508 -0.2 -0.3 -0.4 0.08
```
Positions in Å, forces in eV/Å.

Electronic energy (eV): -4365.4044
Highest occupied orbital energy (eV): -7.529
Kohn-Sham gap (eV): 6.90
LUMO level (eV): -0.63



Here is a single C2H2F2O3 molecule from the Open Molecules 2025 dataset. Energies are from wB97M-V/def2-TZVPD.

Structure (XYZ):
```
9
Properties=species:S:1:pos:R:3:forces:R:3:lowdin_charge:R:1
O -2.582600 1.138218 -0.053583 1.2 -0.9 0.2 0.13
C -1.972250 0.108902 -0.007321 2.2 2.3 -1.0 -0.31
F -2.606284 -1.027821 0.089720 0.2 -1.0 0.2 0.15
C -0.114182 -0.027188 -0.189945 -3.7 -2.2 0.5 -0.60
O 0.264497 -1.051357 0.636626 1.0 1.0 0.8 0.09
O 0.536963 1.072924 0.079738 0.5 2.0 0.5 0.14
F 0.069341 -0.432517 -1.469068 -0.3 0.1 -0.3 0.10
H 0.944594 -0.680797 1.264493 -0.9 -0.6 -0.9 0.15
H 0.164922 1.893967 -0.293288 -0.1 -0.6 0.0 0.15
```
Positions in Å, forces in eV/Å.

Electronic energy (eV): -13683.1596
Highest occupied orbital energy (eV): -10.778
SMILES string: O=C(F)C(O)(O)F
Kohn-Sham gap (eV): 11.23
LUMO level (eV): 0.45



Here is 2 unconnected molecules or ions with the total composition C7H10O4P from the Open Molecules 2025 dataset. Energies are from wB97M-V/def2-TZVPD.

Structure (XYZ):
```
22
Properties=species:S:1:pos:R:3:forces:R:3:lowdin_charge:R:1
C -0.214896 2.842468 0.754854 -0.5 -0.8 -0.2 -0.18
C 0.495567 -0.938792 0.970670 0.4 -0.7 0.2 -0.14
C -0.056997 -3.235305 -0.903634 -0.7 -1.4 0.3 -0.48
C -1.648702 0.325654 1.469010 1.3 2.2 1.0 -0.27
C -0.777010 -0.939137 1.271717 -3.6 0.1 0.7 -0.24
C 2.651706 -1.827278 0.646621 0.9 0.4 1.9 -0.10
C -1.135153 0.798644 -1.391485 1.7 2.6 -0.1 -0.20
O -0.200697 -4.185972 -0.257260 0.1 -0.3 0.5 0.19
O -0.022179 -2.389061 -1.672548 0.4 1.3 -1.0 0.21
O -2.813955 2.471258 -0.044957 -0.5 -0.1 0.2 -0.48
O 1.247273 -2.096265 0.886741 1.3 0.7 0.1 -0.22
P -1.498894 1.787080 0.135433 -0.5 -0.5 -0.1 0.43
H 0.615167 2.143541 0.847896 0.9 -0.2 0.0 -0.13
H -2.779645 0.168764 1.508288 1.7 0.1 0.4 0.07
H -1.168191 1.004359 2.363347 -1.8 -1.9 -1.6 0.10
H -1.530166 -1.844026 1.430475 2.0 1.2 -0.6 0.14
H 2.982995 -2.165554 -0.353184 -0.3 0.3 0.5 0.08
H 3.328199 -2.275421 1.480908 -1.4 -0.1 -1.4 0.10
H 2.858402 -0.747253 0.859250 -0.4 -0.7 -0.9 0.08
H -2.028792 0.370266 -1.738559 -1.4 -0.5 -0.4 0.01
H -0.727654 1.525693 -2.213118 -0.4 -1.6 1.5 0.08
H -0.487311 0.026644 -1.011309 0.7 -0.2 -0.7 -0.03
```
Positions in Å, forces in eV/Å.

Electronic energy (eV): -24894.5891
Highest occupied orbital energy (spin up / spin down) (eV): -3.013 / -4.160
Kohn-Sham gap (spin up / spin down) (eV): 4.55 / 7.14
Net charge: -1
LUMO level (spin up / spin down) (eV): 1.54 / 2.98



Here is a molecular structure, C39H50IrN5O2SSi from the Open Molecules 2025 dataset. Energies are from wB97M-V/def2-TZVPD.

Structure (XYZ):
```
99
Properties=species:S:1:pos:R:3:forces:R:3:lowdin_charge:R:1
Ir 0.003911 -0.111519 -0.195358 -0.6 -0.7 0.4 1.31
C 4.236433 1.606269 -1.489737 -0.1 0.0 0.0 -0.23
C 3.822624 0.358696 -0.745114 0.0 0.0 0.1 -0.26
C 4.731282 -0.313639 0.048776 0.0 -0.1 0.0 -0.02
C 4.345085 -1.516748 0.631536 0.1 0.0 0.0 -0.05
C 3.104479 -2.038902 0.352008 -0.3 -0.2 0.1 -0.04
C 2.232436 -1.316303 -0.473326 0.5 0.5 0.0 -0.49
N 2.580200 -0.104507 -0.956618 0.2 -0.1 -0.1 0.11
N 0.956640 -1.706063 -0.845330 0.2 0.5 0.3 -0.20
Si 0.784530 -3.222103 -1.734535 -0.1 0.1 -0.3 0.43
C -0.032913 -2.850770 -3.385010 -0.1 0.0 0.0 -0.17
C -0.051240 -4.551380 -0.736533 -0.1 0.0 0.1 -0.15
C 2.492805 -3.858256 -2.152726 0.2 0.0 0.1 -0.17
H 5.291725 1.504095 -1.751345 0.0 0.0 0.1 0.12
H 4.147378 2.475289 -0.824601 -0.1 0.0 0.0 0.11
H 2.703945 1.287541 -2.612753 -0.1 0.1 0.1 0.06
H 5.733544 0.074821 0.171863 0.0 0.0 0.0 0.12
H 5.029182 -2.056209 1.274989 0.0 0.0 0.0 0.11
H 2.765662 -2.972210 0.782854 0.0 0.0 0.0 0.11
H -0.480600 -1.856347 -3.389649 0.0 0.0 0.0 0.01
H -0.803603 -3.574914 -3.660185 0.0 0.0 0.0 0.04
H 0.729656 -2.869601 -4.167661 0.0 0.0 0.0 0.03
H -0.999628 -4.244498 -0.302532 -0.1 0.0 0.0 0.00
H 0.597934 -4.855950 0.089153 0.0 0.0 0.0 0.04
H -0.228819 -5.428949 -1.365779 0.0 0.0 0.0 0.04
H 3.124146 -3.076935 -2.584601 0.0 0.0 0.0 0.04
H 2.389217 -4.651814 -2.898029 0.0 0.0 0.0 0.04
H 3.022563 -4.275549 -1.295303 0.0 0.0 0.0 0.03
C 3.537781 4.116210 5.031588 -0.1 0.0 0.0 -0.05
C 2.961949 3.838983 3.668131 0.0 0.0 0.0 -0.27
C 2.873356 2.536204 3.180384 0.0 0.0 0.0 -0.04
C 2.357896 2.279504 1.920581 0.0 0.0 0.0 -0.08
C 1.921972 3.334563 1.128938 0.0 0.1 0.0 -0.35
C 1.996996 4.635416 1.596302 0.0 0.0 0.0 -0.06
C 2.507484 4.879496 2.864507 0.0 0.0 0.0 -0.04
S 1.350432 3.032606 -0.562558 0.1 0.0 0.1 0.91
O 0.834315 4.349238 -1.002406 0.0 -0.1 0.0 -0.48
O 3.521026 1.799743 -2.684983 0.0 -0.1 0.0 -0.07
N 0.112495 1.990866 -0.208648 -0.2 0.2 -0.6 -0.38
C -0.951049 2.353835 0.579792 0.2 0.0 0.3 -0.44
C -1.602061 3.590637 0.677179 0.0 0.0 0.0 0.00
C -2.713395 3.653963 1.489860 0.0 -0.1 0.0 -0.05
C -3.144738 2.527881 2.195677 0.1 0.1 0.0 -0.07
C -2.428362 1.360414 2.049912 0.1 -0.3 0.2 -0.14
N -1.357511 1.279250 1.261712 0.3 0.2 -0.2 0.04
H 4.147170 3.282440 5.378731 0.0 0.0 0.0 0.07
H 2.745323 4.279206 5.765316 0.0 0.0 0.0 0.08
H 4.159838 5.011399 5.016565 0.0 0.0 0.0 0.08
H 3.218748 1.712937 3.796162 0.0 0.0 0.0 0.11
H 2.282919 1.258204 1.563295 0.0 0.0 0.0 0.08
H 1.658097 5.442084 0.959056 0.0 0.0 0.0 0.11
H 2.564182 5.898376 3.231200 0.0 0.0 0.0 0.11
H -1.247977 4.435619 0.108460 0.0 0.0 0.0 0.10
H -3.262339 4.583868 1.569975 0.0 0.0 0.0 0.11
H -4.007500 2.561392 2.845402 0.0 0.0 0.0 0.10
H -2.683148 0.461205 2.600492 -0.1 0.0 -0.1 0.12
C -3.194856 -4.883049 3.107319 0.0 0.0 0.0 -0.05
C -2.184599 -3.799170 2.828930 0.0 0.0 0.0 -0.27
C -1.078878 -3.626564 3.647170 0.0 0.0 0.1 -0.02
C -0.169153 -2.611264 3.375749 0.0 0.0 0.0 -0.27
C 1.018969 -2.367836 4.270282 0.0 0.0 0.0 -0.04
C -0.363976 -1.799220 2.270944 0.0 0.1 0.0 -0.04
C -1.434505 -1.981476 1.376638 -0.2 0.2 0.0 -0.27
C -2.360921 -2.979920 1.719855 0.1 0.0 0.0 -0.02
N -1.520515 -1.186032 0.212947 -0.4 -0.6 -0.2 -0.12
C -2.727679 -1.187942 -0.691654 0.1 0.1 0.1 -0.39
C -4.026532 -0.829981 0.065423 0.1 0.0 -0.1 -0.08
C -5.218355 -0.793791 -0.900454 0.0 0.0 0.0 -0.28
C -4.994878 0.291245 -1.955381 0.0 -0.1 0.0 -0.12
C -3.718302 -0.032035 -2.733685 -0.1 0.0 0.0 -0.28
C -3.879739 -1.375367 -3.443844 0.0 0.0 0.0 -0.11
C -4.111026 -2.461703 -2.394561 0.0 0.0 0.0 -0.28
C -5.381622 -2.148201 -1.598323 0.0 0.0 0.0 -0.11
C -2.922143 -2.526052 -1.431679 0.0 0.1 0.1 -0.09
C -2.536876 -0.091202 -1.761130 0.0 -0.1 0.1 -0.11
H -2.967482 -5.405712 4.035476 0.0 0.0 0.0 0.07
H -3.206106 -5.618675 2.300031 0.0 0.0 0.0 0.08
H -4.202353 -4.470217 3.185727 0.0 0.0 0.0 0.08
H -0.937462 -4.267009 4.510891 0.0 0.0 0.0 0.11
H 1.026235 -3.057954 5.113188 0.0 0.0 0.0 0.07
H 1.005719 -1.348969 4.662564 0.0 0.0 0.0 0.08
H 1.953834 -2.490503 3.719126 0.0 0.0 0.0 0.07
H 0.321094 -0.976282 2.110631 0.1 0.0 0.0 0.08
H -3.230442 -3.160463 1.115929 -0.1 0.0 -0.1 0.09
H -3.912803 0.152787 0.521968 0.0 0.0 0.0 0.10
H -4.232433 -1.537036 0.865629 0.0 0.0 0.1 0.11
H -6.121033 -0.565127 -0.327685 0.0 0.0 0.0 0.14
H -4.907134 1.271437 -1.476790 0.0 0.0 0.0 0.12
H -5.850145 0.328736 -2.637421 0.0 0.0 0.0 0.12
H -3.525835 0.754999 -3.466973 0.0 0.0 0.0 0.14
H -2.988039 -1.603346 -4.035093 0.0 0.0 0.0 0.11
H -4.730987 -1.331829 -4.130272 0.0 0.0 0.0 0.12
H -4.212829 -3.433108 -2.887199 0.0 0.0 0.0 0.14
H -5.567713 -2.936878 -0.861332 0.0 0.0 0.0 0.12
H -6.246881 -2.116105 -2.267080 0.0 0.0 0.0 0.12
H -2.010352 -2.753733 -1.975527 0.0 0.0 -0.1 0.07
H -3.095400 -3.337964 -0.731016 0.1 -0.1 0.0 0.10
H -2.440656 0.877300 -1.262788 0.1 0.0 0.0 0.11
H -1.611284 -0.278377 -2.308602 0.0 0.0 0.0 0.09
```
Positions in Å, forces in eV/Å.

Electronic energy (eV): -74352.3431
Highest occupied orbital energy (spin up / spin down) (eV): -7.270 / -7.265
Kohn-Sham gap (spin up / spin down) (eV): 6.62 / 6.27
LUMO level (spin up / spin down) (eV): -0.65 / -0.99



Quick rundown of maximum force, same order as above: 6.6 2.5 4.2 4.4 3.7 1.0 eV/Å